# 1
{
  "formula": "C6H12O4",
  "method": "ωB97M-V with the def2-TZVPD basis set",
  "e_homo_ev": -9.622,
  "e_above_lowest_ev": 4.0930,
  "smiles": "COCCOC.O=CC=O",
  "e_lumo_ha": -0.0124,
  "species": ["C", "O", "C", "C", "O", "C", "H", "H", "H", "H", "H", "H", "H", "H", "H", "H", "O", "C", "C", "O", "H", "H"],
  "coordinates": [[0.422, 0.144, -2.587], [-0.607, -0.716, -1.825], [-0.200, -1.707, -0.940], [0.716, -1.343, 0.210], [0.120, -0.429, 1.099], [0.828, -0.322, 2.310], [-0.204, 0.620, -3.350], [1.034, -0.554, -3.180], [1.174, 0.487, -1.862], [0.329, -2.492, -1.520], [-1.127, -2.127, -0.512], [1.671, -0.915, -0.148], [0.991, -2.288, 0.716], [0.373, 0.467, 2.920], [0.789, -1.273, 2.869], [1.884, -0.053, 2.136], [-1.875, 2.077, -1.037], [-1.113, 2.152, -0.104], [-1.597, 2.073, 1.350], [-2.709, 1.710, 1.620], [-0.022, 2.054, -0.274], [-0.875, 2.436, 2.110]]
}

---

# 2
{
  "formula": "C6H12O6",
  "method": "ωB97M-V with the def2-TZVPD basis set",
  "e_homo_ev": -9.857,
  "e_above_lowest_ev": 0.0000,
  "smiles": "OC[C@H]1O[C@](O)(CO)[C@@H](O)[C@@H]1O",
  "e_lumo_ha": 0.0198,
  "species": ["O", "C", "C", "O", "C", "O", "C", "O", "C", "O", "C", "O", "H", "H", "H", "H", "H", "H", "H", "H", "H", "H", "H", "H"],
  "coordinates": [[-0.925, -3.038, 0.837], [-1.365, -1.710, 0.916], [-0.192, -0.740, 1.110], [0.666, -0.789, -0.031], [0.495, 0.381, -0.797], [-0.605, 0.261, -1.660], [1.766, 0.611, -1.621], [1.866, -0.377, -2.617], [0.169, 1.493, 0.219], [-0.477, 2.575, -0.359], [-0.639, 0.727, 1.289], [-0.347, 1.243, 2.556], [-0.208, -3.067, 0.191], [-1.909, -1.422, 0.003], [-2.042, -1.658, 1.769], [0.413, -1.063, 1.967], [-0.287, -0.155, -2.476], [1.690, 1.569, -2.135], [2.637, 0.614, -0.959], [2.001, -1.226, -2.181], [1.084, 1.870, 0.686], [-1.141, 2.226, -0.970], [-1.710, 0.825, 1.057], [-0.939, 0.850, 3.208]]
}

---

# 3
{
  "formula": "C6H12O6S2",
  "method": "ωB97M-V with the def2-TZVPD basis set",
  "e_homo_ev": -7.607,
  "e_above_lowest_ev": 0.0000,
  "e_lumo_ha": 0.0141,
  "species": ["C", "C", "C", "C", "C", "C", "O", "O", "O", "O", "O", "O", "S", "S", "H", "H", "H", "H", "H", "H", "H", "H", "H", "H", "H", "H"],
  "coordinates": [[3.045, 1.512, -1.014], [1.590, 1.183, -0.714], [1.438, 0.041, 0.290], [0.010, -0.077, 0.816], [-0.759, -0.982, -0.058], [-2.892, -0.748, 0.277], [3.432, 1.646, -2.127], [0.971, 0.987, -1.915], [2.230, 0.309, 1.401], [0.007, -0.590, 2.103], [-0.812, -0.876, -1.366], [-3.140, -1.171, 1.570], [-3.120, 1.005, 0.192], [-3.541, -1.743, -0.968], [3.673, 1.499, -0.031], [1.243, 2.121, -0.136], [1.818, -0.995, -0.092], [-0.328, 0.977, 0.890], [-0.631, -1.999, 0.175], [1.600, 1.152, -2.620], [1.661, 0.509, 2.210], [0.317, -1.450, 1.930], [-0.440, -0.148, -1.776], [-2.829, -0.557, 2.258], [-1.862, 1.190, -0.551], [-2.682, -2.794, -0.744]]
}

---

# 4
{
  "formula": "C6H12OSe",
  "method": "ωB97M-V with the def2-TZVPD basis set",
  "e_homo_ev": [-4.324, -8.336],
  "e_above_lowest_ev": 0.2694,
  "e_lumo_ha": [0.0289, -0.0420],
  "spin_multiplicity": 3,
  "species": ["C", "C", "C", "C", "C", "C", "O", "Se", "H", "H", "H", "H", "H", "H", "H", "H", "H", "H", "H", "H"],
  "coordinates": [[2.602, -1.147, -0.469], [2.277, 0.291, -0.233], [1.456, -1.749, -1.225], [0.845, 0.500, 0.277], [0.185, -1.286, -1.200], [-3.713, 1.180, 1.733], [-0.139, -0.121, -0.535], [-2.968, 0.821, -0.202], [3.443, -1.190, -1.221], [2.963, -1.799, 0.378], [3.038, 0.927, 0.262], [2.257, 0.738, -1.192], [-3.034, 2.247, -0.653], [1.733, -2.756, -1.681], [0.778, -0.042, 1.270], [0.496, 1.547, 0.419], [-0.728, -1.791, -1.562], [-4.680, 0.878, 1.708], [-3.169, 0.546, 2.421], [-3.640, 2.206, 1.707]]
}

---

# 5
{
  "formula": "C6H12Si",
  "method": "ωB97M-V with the def2-TZVPD basis set",
  "e_homo_ev": -8.368,
  "e_above_lowest_ev": 2.9021,
  "smiles": "C[SiH](C)[C@H]1C=CC1",
  "e_lumo_ha": 0.0411,
  "species": ["C", "Si", "C", "C", "C", "C", "C", "H", "H", "H", "H", "H", "H", "H", "H", "H", "H", "H", "H"],
  "coordinates": [[-1.769, -1.659, 0.073], [-0.983, 0.149, 0.425], [-2.081, 1.311, -0.473], [0.967, 0.300, -0.524], [1.916, 1.208, 0.316], [2.755, 0.169, 0.620], [2.006, -0.850, -0.148], [-1.822, -1.940, -0.942], [-1.316, -2.388, 0.725], [-2.853, -1.750, 0.426], [-0.545, 0.486, 1.868], [-1.353, 2.030, -0.691], [-2.515, 0.815, -1.290], [-2.932, 1.877, -0.069], [0.697, 0.874, -1.466], [1.964, 2.295, 0.531], [3.709, 0.019, 1.118], [2.531, -1.277, -0.933], [1.626, -1.668, 0.434]]
}

---

# 6
{
  "formula": "C6H12Si",
  "method": "ωB97M-V with the def2-TZVPD basis set",
  "e_homo_ev": [-4.560, -9.754],
  "e_above_lowest_ev": 0.1963,
  "e_lumo_ha": [0.0363, -0.0703],
  "spin_multiplicity": 3,
  "species": ["C", "C", "C", "C", "C", "C", "Si", "H", "H", "H", "H", "H", "H", "H", "H", "H", "H", "H", "H"],
  "coordinates": [[2.130, -0.143, -0.611], [2.167, -0.004, 0.677], [0.857, 0.032, -1.394], [0.863, 0.132, 1.397], [-1.736, -1.563, -0.059], [-1.638, 1.415, -0.034], [-0.441, -0.143, -0.063], [2.939, -0.244, -1.387], [3.083, -0.078, 1.251], [0.852, 1.099, -1.879], [0.786, -0.565, -2.290], [0.775, -0.631, 2.213], [0.764, 1.088, 1.882], [-2.226, -1.368, 0.903], [-2.459, -1.565, -0.802], [-1.077, -2.426, -0.291], [-1.763, 1.404, 1.063], [-1.243, 2.354, -0.234], [-2.633, 1.205, -0.342]]
}

---

# 7
{
  "formula": "C6H13BNO2",
  "method": "ωB97M-V with the def2-TZVPD basis set",
  "e_homo_ev": -13.068,
  "e_above_lowest_ev": 0.0000,
  "charge": 1,
  "smiles": "C/C=C([NH3+])/C(=C\\C)B(O)O",
  "e_lumo_ha": -0.1132,
  "species": ["C", "C", "C", "N", "C", "C", "C", "B", "O", "O", "H", "H", "H", "H", "H", "H", "H", "H", "H", "H", "H", "H", "H"],
  "coordinates": [[0.110, -2.618, 1.511], [0.215, -1.641, 0.380], [-0.043, -0.350, 0.489], [-0.424, 0.259, 1.773], [0.091, 0.776, -0.661], [-0.430, 0.619, -1.878], [-1.243, -0.504, -2.400], [0.927, 2.044, -0.243], [1.434, 2.819, -1.197], [1.085, 2.283, 1.115], [0.724, -2.317, 2.360], [-0.923, -2.717, 1.847], [0.448, -3.598, 1.196], [0.523, -2.025, -0.577], [-1.418, 0.512, 1.772], [0.152, 1.145, 1.837], [-0.229, -0.388, 2.545], [-0.251, 1.426, -2.577], [-0.653, -1.057, -3.131], [-1.566, -1.185, -1.618], [-2.111, -0.112, -2.927], [1.963, 3.588, -0.976], [1.619, 3.042, 1.361]]
}

---

# 8
{
  "formula": "C6H13Cl2P",
  "method": "ωB97M-V with the def2-TZVPD basis set",
  "e_homo_ev": -9.115,
  "e_lumo_ha": 0.0326,
  "species": ["C", "C", "C", "C", "C", "C", "P", "Cl", "Cl", "H", "H", "H", "H", "H", "H", "H", "H", "H", "H", "H", "H", "H"],
  "coordinates": [[-2.559, -2.011, -1.785], [2.703, 2.469, 0.150], [-2.100, -2.261, -0.365], [1.544, 1.565, -0.032], [-0.359, -1.195, 0.037], [0.815, 1.165, 1.264], [-0.912, 0.357, 0.866], [0.752, -2.148, 0.917], [0.346, 2.538, 2.262], [-2.880, -1.009, -1.974], [-3.573, -2.427, -1.825], [-1.720, -2.295, -2.375], [3.554, 1.961, 0.670], [3.116, 2.942, -0.815], [2.458, 3.326, 0.883], [-2.640, -1.818, 0.349], [-1.738, -3.323, -0.110], [0.683, 1.946, -0.813], [1.999, 0.722, -0.469], [-0.068, -0.895, -1.000], [1.474, 0.670, 1.957], [-0.895, -0.278, 2.208]]
}

---

# 9
{
  "formula": "C6H13CuO4",
  "method": "ωB97M-V with the def2-TZVPD basis set",
  "e_homo_ev": [-12.931, -12.926],
  "e_above_lowest_ev": 0.7008,
  "charge": 1,
  "e_lumo_ha": [-0.2002, -0.2687],
  "spin_multiplicity": 2,
  "species": ["O", "C", "C", "C", "C", "O", "Cu", "H", "H", "H", "H", "H", "H", "H", "O", "C", "C", "O", "H", "H", "H", "H", "H", "H"],
  "coordinates": [[-4.681, -0.572, -0.649], [-3.551, -0.956, -0.447], [-2.739, -0.616, 0.771], [-1.365, -0.025, 0.451], [-1.435, 1.403, -0.074], [-0.228, 1.931, -0.441], [1.280, 2.424, 0.979], [-3.042, -1.610, -1.194], [-2.591, -1.573, 1.299], [-3.327, 0.035, 1.432], [-0.851, -0.649, -0.297], [-0.736, -0.058, 1.352], [-1.917, 2.102, 0.644], [-2.106, 1.491, -0.960], [2.069, 0.863, -0.145], [2.682, -0.307, 0.330], [2.809, -1.343, -0.773], [2.943, -2.598, -0.140], [1.172, 0.673, -0.799], [2.125, -0.722, 1.187], [3.678, -0.004, 0.694], [3.686, -1.109, -1.399], [1.908, -1.311, -1.410], [2.878, -3.296, -0.796]]
}

---

# 10
{
  "formula": "C6H13IN",
  "method": "ωB97M-V with the def2-TZVPD basis set",
  "e_homo_ev": -13.319,
  "e_above_lowest_ev": 3.0800,
  "charge": 1,
  "e_lumo_ha": -0.1468,
  "species": ["C", "C", "C", "C", "C", "C", "N", "I", "H", "H", "H", "H", "H", "H", "H", "H", "H", "H", "H", "H", "H"],
  "coordinates": [[-0.209, 2.447, 0.633], [-0.922, 1.327, 0.700], [1.940, -1.033, -0.367], [0.992, -1.137, 0.843], [-0.517, -1.368, 0.517], [-1.331, 0.230, -0.208], [-0.836, 0.321, -1.609], [-3.471, -0.262, 0.005], [-0.196, 3.168, 1.372], [0.455, 2.622, -0.201], [-1.416, 1.423, 1.669], [2.786, -1.564, -0.075], [1.622, -1.250, -1.344], [2.254, -0.019, -0.561], [1.311, -2.115, 1.485], [1.199, -0.355, 1.440], [-0.882, -1.467, 1.537], [-0.701, -2.132, -0.195], [0.114, 0.531, -1.620], [-1.073, 1.228, -2.034], [-1.121, -0.596, -1.988]]
}